(1)
The following is a DFT calculation (ωB97M-V with the def2-TZVPD basis set) of a molecular structure, C3H7BrN2S in a non-equilibrium geometry.

Geometry as XYZ:
```
14
Properties=species:S:1:pos:R:3:forces:R:3:lowdin_charge:R:1
C 1.387 -0.944 0.046 -5.75 0.01 -1.40 -0.84
C -1.908 0.622 0.396 -1.24 -0.07 0.24 -0.17
C -1.077 -0.039 -0.694 0.36 0.99 0.06 -0.41
N 2.572 -0.563 0.144 3.65 0.99 0.74 0.06
N 0.327 0.464 -0.748 1.28 -3.07 0.19 -0.52
S 0.624 -2.339 0.316 0.51 -0.16 0.11 0.72
Br 0.797 2.018 0.114 0.09 0.71 0.36 0.71
H -1.817 1.679 0.033 -1.13 -0.60 0.96 0.04
H -2.987 0.222 0.634 1.86 0.90 -1.34 0.11
H -1.472 0.561 1.380 0.64 0.03 0.27 0.04
H -0.797 -1.084 -0.608 -1.24 -0.45 0.00 -0.04
H -1.624 0.175 -1.641 0.90 -0.29 0.27 0.12
H 2.699 0.441 0.088 0.67 0.03 -0.03 0.04
H 3.275 -1.213 0.540 -0.60 0.98 -0.44 0.15
```
Forces are in eV/Å.

Summary:
Gap between HOMO and LUMO: 8.84 eV
DFT total energy: -3200.10599 Ha
Relative energy (zero: lowest compared OMol25 entry of this formula, charge and spin): 184.4 kJ/mol
HOMO level: -0.3116 Ha

(2)
The following is a DFT calculation (ωB97M-V with the def2-TZVPD basis set) of a single C23H27N3O6S molecule.

Geometry as XYZ:
```
60
Properties=species:S:1:pos:R:3:forces:R:3:lowdin_charge:R:1
C 1.536 0.332 -2.114 -0.07 0.15 -0.22 -0.06
H 0.644 0.964 -2.134 0.06 -0.02 0.01 0.08
O 1.761 -0.180 -0.815 0.07 -0.02 0.29 -0.10
C 2.128 0.664 0.177 0.00 0.04 0.26 -0.26
C 2.343 2.028 0.022 0.12 -0.26 -0.20 0.02
C 2.713 2.801 1.119 0.01 -0.86 0.06 -0.31
C 2.889 2.214 2.366 0.05 0.32 -0.10 -0.04
C 2.687 0.851 2.509 -0.02 -0.04 -0.11 -0.08
C 2.298 0.079 1.436 -0.04 -0.07 -0.16 -0.01
H 2.130 -0.980 1.539 -0.02 -0.14 0.00 0.11
H 2.827 0.390 3.476 0.01 -0.05 0.08 0.11
H 3.186 2.818 3.209 0.00 0.08 0.11 0.11
N 2.880 4.178 0.946 -0.22 0.79 -0.39 -0.05
S 1.696 5.064 0.141 0.03 -0.05 0.51 0.67
O 1.777 4.816 -1.262 -0.12 -0.34 0.03 -0.27
O 1.835 6.402 0.627 -0.05 -0.05 0.27 -0.28
C 0.226 4.288 0.801 0.42 0.22 -0.58 -0.26
C -0.355 3.271 0.089 -0.16 0.09 -0.02 0.02
C -1.317 2.456 0.688 -0.01 0.19 0.25 -0.04
C -1.702 2.725 2.012 0.42 0.22 -0.55 -0.16
C -1.138 3.805 2.705 0.11 0.08 -0.03 0.01
C -0.159 4.565 2.108 -0.22 -0.02 0.22 -0.04
H 0.314 5.385 2.626 0.01 0.08 0.17 0.12
H -1.458 4.014 3.715 -0.01 0.05 0.11 0.12
N -2.623 1.908 2.609 -0.20 -0.05 0.30 0.11
C -3.113 0.824 1.974 -0.03 -0.18 -0.24 0.01
C -2.773 0.478 0.703 -0.01 -0.04 0.04 -0.02
C -1.853 1.305 -0.057 -0.11 0.06 0.30 -0.29
O -1.505 1.093 -1.217 0.10 0.07 -0.14 0.03
C -3.368 -0.801 0.186 0.11 0.31 -0.03 -0.45
O -4.097 -1.480 0.891 -0.18 -0.23 0.21 0.04
N -3.030 -1.107 -1.074 0.18 0.06 -0.32 0.08
H -2.382 -0.488 -1.553 -0.11 0.09 0.21 0.11
C -3.387 -2.360 -1.694 -0.08 -0.42 0.21 -0.17
C -2.288 -3.414 -1.537 0.17 0.22 -0.15 -0.14
C -0.953 -2.959 -2.146 -0.30 -0.06 0.08 -0.22
O -0.038 -4.018 -2.301 0.15 -0.24 -0.05 -0.13
C 0.663 -4.421 -1.129 0.31 -0.16 0.13 -0.45
C 0.968 -5.909 -1.280 -0.27 0.41 0.04 -0.04
H 1.508 -6.274 -0.411 0.08 -0.07 0.08 0.08
H 0.043 -6.470 -1.388 -0.07 -0.09 0.00 0.08
H 1.571 -6.066 -2.170 0.11 -0.04 -0.11 0.08
C 1.951 -3.612 -0.957 -0.49 -0.06 -0.09 -0.03
H 2.483 -3.946 -0.069 0.10 -0.01 0.12 0.08
H 1.736 -2.552 -0.855 0.03 0.09 0.03 0.05
H 2.589 -3.755 -1.826 0.10 -0.04 -0.10 0.09
H 0.025 -4.273 -0.246 0.02 -0.01 -0.09 0.14
H -1.126 -2.588 -3.161 -0.02 0.11 0.08 0.13
H -0.517 -2.150 -1.546 0.00 0.03 -0.06 0.11
H -2.601 -4.331 -2.040 0.01 -0.04 -0.01 0.12
H -2.162 -3.634 -0.476 -0.04 -0.06 0.03 0.11
H -3.586 -2.177 -2.753 -0.04 -0.02 0.05 0.12
H -4.300 -2.716 -1.209 0.06 0.05 -0.19 0.12
H -3.809 0.197 2.515 -0.01 -0.01 0.04 0.14
H -2.910 2.110 3.557 0.03 -0.10 -0.19 0.16
H -0.075 3.094 -0.937 0.02 -0.12 -0.07 0.12
H 3.199 4.670 1.767 -0.03 0.17 0.05 0.12
H 2.246 2.520 -0.931 -0.01 -0.07 -0.18 0.10
H 2.400 0.890 -2.482 0.03 -0.04 0.01 0.10
H 1.373 -0.541 -2.745 0.01 0.07 -0.01 0.09
```
Forces are in eV/Å.

Summary:
Structure (SMILES): COc1cccc(NS(=O)(=O)c2ccc3[nH]cc(C(=O)NCCCOC(C)C)c(=O)c3c2)c1
Gap between HOMO and LUMO: 8.28 eV
DFT total energy: -1906.57002 Ha
Relative energy (zero: lowest compared OMol25 entry of this formula, charge and spin): 107.9 kJ/mol
HOMO level: -0.3163 Ha

(3)
The following is a DFT calculation (ωB97M-V with the def2-TZVPD basis set) of a single C5H6N2O2 molecule in a non-equilibrium geometry.

Geometry as XYZ:
```
15
Properties=species:S:1:pos:R:3:forces:R:3:lowdin_charge:R:1
C -2.901 -0.127 -0.130 -0.51 -0.66 -4.62 -0.03
C -1.527 0.183 0.303 2.47 4.36 2.59 -0.51
C 0.838 -0.273 0.059 1.86 -2.51 1.49 -0.46
C 2.944 -0.211 0.430 1.67 -4.08 3.23 -0.13
C 2.654 0.845 -0.262 0.75 2.73 -0.67 -0.11
H -2.994 -1.171 -0.637 0.50 1.73 0.50 0.09
H -3.189 0.715 -1.041 0.44 -2.35 3.06 0.18
H -3.566 -0.269 0.680 -0.83 0.93 0.83 0.06
H -0.816 -1.290 -0.940 1.69 1.85 2.79 0.22
H 3.891 -0.567 0.965 -1.50 0.80 -1.28 0.14
H 3.280 1.742 -0.473 -1.23 -0.85 -0.24 0.14
N -0.485 -0.623 -0.090 -2.73 -2.50 -3.28 0.14
N 1.782 -0.960 0.636 -0.28 -0.70 0.40 0.15
O -1.240 1.227 0.978 -1.36 -3.30 -1.84 0.02
O 1.328 0.777 -0.477 -0.94 4.55 -2.96 0.10
```
Forces are in eV/Å.

Summary:
Structure (SMILES): CC(=O)Nc1ncco1
Gap between HOMO and LUMO: 10.22 eV
DFT total energy: -454.06168 Ha
Relative energy (zero: lowest compared OMol25 entry of this formula, charge and spin): 190.4 kJ/mol
HOMO level: -0.3560 Ha

(4)
The following is a DFT calculation (ωB97M-V with the def2-TZVPD basis set) of a single C18H21N3O5S2 molecule in a non-equilibrium geometry.

Geometry as XYZ:
```
49
Properties=species:S:1:pos:R:3:forces:R:3:lowdin_charge:R:1
O -2.670 -0.354 1.490 0.19 -0.04 -0.05 0.08
C -2.205 -0.870 0.489 -0.15 -0.03 0.40 -0.45
N -2.907 -1.821 -0.197 -0.02 -0.17 -0.35 0.02
H -2.709 -2.046 -1.163 0.18 0.01 0.17 0.13
N -4.264 -1.993 0.081 -0.54 0.26 -0.44 -0.08
H -4.429 -1.774 1.061 -0.03 0.05 0.02 0.12
S -5.189 -0.991 -0.962 0.15 -0.07 0.22 0.68
O -4.698 -1.314 -2.270 0.22 0.17 0.04 -0.29
O -6.562 -1.203 -0.640 0.09 0.12 0.38 -0.27
C -4.673 0.667 -0.536 -0.26 -0.61 -0.33 -0.29
C -3.630 1.242 -1.234 0.06 0.04 -0.20 -0.07
C -3.159 2.482 -0.833 -0.01 -0.03 0.01 -0.07
C -3.737 3.120 0.253 0.05 0.02 -0.02 -0.06
C -4.792 2.533 0.936 -0.06 -0.13 0.02 -0.06
C -5.263 1.292 0.544 -0.13 0.10 0.10 -0.06
H -6.078 0.802 1.053 -0.12 0.02 0.13 0.12
H -5.239 3.038 1.778 -0.05 0.04 0.07 0.11
H -3.364 4.082 0.569 0.02 0.09 0.02 0.11
H -2.339 2.942 -1.364 0.06 0.05 -0.06 0.11
H -3.213 0.722 -2.082 0.08 0.00 -0.11 0.12
C -0.852 -0.561 -0.038 0.36 0.19 -0.06 -0.12
C -0.321 0.687 0.287 -0.04 -0.16 0.03 0.01
C 0.922 1.059 -0.191 -0.05 0.10 0.03 -0.05
C 1.634 0.177 -0.982 0.53 0.15 -0.27 -0.26
C 1.121 -1.064 -1.311 0.06 -0.09 -0.17 -0.05
C -0.126 -1.439 -0.840 -0.07 0.17 0.12 0.00
H -0.517 -2.416 -1.077 -0.01 -0.11 -0.05 0.12
H 1.699 -1.715 -1.949 0.01 -0.13 -0.08 0.12
S 3.267 0.653 -1.579 0.25 0.00 0.02 0.67
O 3.506 -0.064 -2.795 -0.11 -0.28 0.15 -0.27
O 3.315 2.085 -1.578 -0.18 -0.01 0.30 -0.28
N 4.373 0.127 -0.475 -0.77 0.39 -0.85 -0.24
C 4.794 -1.258 -0.496 0.29 -0.59 -0.19 -0.19
C 4.603 -1.932 0.867 -0.22 0.12 -0.03 -0.17
C 3.360 -1.374 1.553 0.13 -0.04 0.11 -0.18
C 3.548 0.116 1.865 0.03 -0.07 -0.09 -0.16
C 4.435 0.790 0.801 -0.12 0.45 0.54 -0.19
H 4.138 1.824 0.627 0.19 0.03 0.21 0.11
H 5.481 0.786 1.125 -0.06 0.06 -0.07 0.13
H 2.571 0.599 1.913 0.05 0.05 0.08 0.09
H 4.024 0.235 2.839 -0.03 0.04 0.04 0.11
H 2.500 -1.511 0.894 -0.02 -0.04 0.07 0.09
H 3.159 -1.922 2.475 -0.09 -0.02 -0.04 0.11
H 4.513 -3.009 0.728 0.11 -0.01 0.00 0.11
H 5.473 -1.747 1.499 0.07 -0.07 0.03 0.11
H 4.209 -1.755 -1.271 0.14 -0.17 0.07 0.11
H 5.848 -1.302 -0.796 -0.14 -0.06 -0.05 0.13
H 1.347 2.027 0.021 -0.03 0.14 0.07 0.12
H -0.904 1.347 0.911 -0.04 0.06 0.04 0.12
```
Forces are in eV/Å.

Summary:
Structure (SMILES): O=C(NNS(=O)(=O)c1ccccc1)c1ccc(S(=O)(=O)N2CCCCC2)cc1
Gap between HOMO and LUMO: 9.17 eV
DFT total energy: -2035.32783 Ha
Relative energy (zero: lowest compared OMol25 entry of this formula, charge and spin): 3.4 kJ/mol
HOMO level: -0.3492 Ha

Q: Look up the DFT total energy of the second one.
A: -1906.57002 Ha

Q: DFT total energy of number 3 (C5H6N2O2)?
A: -454.06168 Ha